[1]
Formula: C17H35ClNO14PS
Source: the OMol25 dataset
Level of theory: ωB97M-V/def2-TZVPD

Structure (XYZ):
```
70
C17H35ClNO14PS ωB97M-V/def2-TZVPD
O 3.621 0.962 3.411
C 3.064 0.812 2.186
N 3.919 1.273 1.011
Cl 4.274 2.961 1.095
O 1.716 0.229 2.091
P 0.637 1.251 1.150
S 1.088 1.021 -0.762
H 4.829 0.768 1.083
H -0.758 0.814 1.268
H 0.844 2.599 1.623
C 4.514 3.445 5.332
C 3.924 4.359 4.272
O 3.439 5.576 4.855
C 4.388 6.487 5.194
O 5.592 6.357 5.040
O 3.767 7.550 5.760
C 4.663 8.539 6.260
H 3.790 3.269 6.134
H 4.804 2.485 4.897
H 5.398 3.891 5.796
H 3.064 3.866 3.808
H 4.644 4.573 3.473
H 5.370 8.864 5.488
H 5.197 8.149 7.133
H 4.074 9.405 6.573
C -2.752 -2.695 -6.377
C -1.346 -2.144 -6.213
O -1.203 -1.464 -4.959
C -1.079 -2.261 -3.866
O -1.074 -3.482 -3.868
O -0.993 -1.465 -2.773
C -0.964 -2.182 -1.542
H -3.494 -1.902 -6.240
H -2.881 -3.138 -7.368
H -2.968 -3.464 -5.628
H -1.155 -1.405 -6.997
H -0.587 -2.929 -6.316
H -0.171 -2.938 -1.539
H -1.939 -2.645 -1.359
H -0.763 -1.470 -0.738
C -9.335 -1.225 -9.791
C -8.326 -2.315 -9.475
O -7.213 -1.789 -8.741
C -7.439 -1.538 -7.425
O -8.489 -1.727 -6.831
O -6.307 -1.014 -6.897
C -6.444 -0.606 -5.538
H -8.850 -0.389 -10.304
H -10.139 -1.613 -10.423
H -9.783 -0.820 -8.879
H -7.925 -2.719 -10.411
H -8.786 -3.151 -8.934
H -6.827 -1.420 -4.913
H -7.099 0.269 -5.477
H -5.455 -0.324 -5.167
C 4.654 -1.935 4.283
C 3.686 -1.255 5.236
O 2.680 -2.170 5.689
C 3.076 -3.061 6.636
O 4.191 -3.136 7.125
O 2.025 -3.867 6.919
C 2.338 -4.919 7.828
H 4.113 -2.409 3.458
H 5.367 -1.214 3.875
H 5.218 -2.726 4.787
H 3.166 -0.450 4.707
H 4.206 -0.799 6.087
H 2.792 -4.532 8.747
H 3.002 -5.643 7.344
H 1.407 -5.428 8.093
```

Values from the calculation:
gap between HOMO and LUMO	0.2951	hartree
LUMO energy	-1.3	eV
total charge	0
SMILES	O=C(NCl)O[PH2]=S.CCOC(=O)OC.CCOC(=O)OC.CCOC(=O)OC.CCOC(=O)OC



[2]
Formula: C17H35F6O21S2V3
Source: the OMol25 dataset
Level of theory: ωB97M-V/def2-TZVPD

Structure (XYZ):
```
84
C17H35F6O21S2V3 ωB97M-V/def2-TZVPD
O -14.458 26.618 32.836
V -15.953 26.372 32.246
O -16.739 27.736 32.617
O -13.083 24.492 34.670
V -13.407 22.915 34.411
O -12.024 22.244 34.091
O -16.471 19.693 31.274
V -17.107 21.157 31.727
O -18.495 21.454 31.139
C -13.245 23.391 29.697
F -12.910 22.234 29.219
F -12.174 23.920 30.161
F -13.688 24.142 28.723
S -14.590 23.198 31.073
O -15.079 24.550 31.259
O -15.610 22.220 30.672
O -13.866 22.680 32.229
S -16.740 23.632 34.119
O -17.083 22.770 33.005
O -16.641 25.013 33.683
O -17.794 23.594 35.118
O -15.435 23.202 34.670
C -8.218 24.832 26.555
O -9.365 24.022 26.413
C -10.324 24.022 27.464
C -10.942 25.462 27.662
O -10.246 26.155 28.635
C -10.378 27.586 28.614
H -8.495 25.859 26.795
H -7.700 24.809 25.596
H -7.500 24.527 27.316
H -9.885 23.665 28.396
H -11.175 23.377 27.247
H -12.003 25.510 27.908
H -10.715 25.956 26.717
H -9.668 28.047 29.301
H -11.408 27.766 28.918
H -10.277 28.040 27.628
C -11.250 18.088 26.524
O -12.565 18.695 26.293
C -12.849 19.438 27.456
C -14.360 19.745 27.322
O -14.543 20.644 26.235
C -15.920 20.905 25.955
H -10.393 18.761 26.557
H -11.070 17.365 25.729
H -11.200 17.529 27.459
H -12.297 20.377 27.487
H -12.689 18.924 28.403
H -14.801 20.042 28.274
H -14.866 18.842 26.982
H -16.526 21.126 26.834
H -16.249 20.066 25.342
H -16.053 21.718 25.241
C -18.722 24.817 30.925
O -17.651 25.724 30.712
C -17.770 26.806 29.851
C -16.423 27.253 29.204
O -15.432 27.182 30.275
C -14.185 27.645 29.753
H -19.588 25.230 31.444
H -18.358 24.201 31.747
H -19.036 24.195 30.086
H -18.166 27.656 30.407
H -18.363 26.512 28.985
H -16.591 28.266 28.837
H -16.214 26.567 28.383
H -14.244 28.624 29.279
H -13.653 27.004 29.049
H -13.612 27.876 30.651
C -10.850 20.301 30.689
C -9.843 20.858 31.769
O -9.653 22.211 31.599
C -8.975 22.861 32.567
O -8.517 22.444 33.655
C -8.894 24.443 32.287
F -7.803 24.927 32.752
F -9.049 24.732 31.020
F -9.903 24.939 33.035
H -10.830 20.730 29.687
H -11.844 20.289 31.135
H -10.836 19.211 30.659
H -8.865 20.405 31.607
H -10.158 20.697 32.800
```

Values from the calculation:
multiplicity	2
gap between HOMO and LUMO (alpha / beta)	0.2831 / 0.0912	hartree
⟨S²⟩	0.757
LUMO energy (alpha / beta)	-4.0 / -9.2	eV
total charge	+1



[3]
Formula: C17H35F8InN7O13S4
Source: the OMol25 dataset
Level of theory: ωB97M-V/def2-TZVPD

Structure (XYZ):
```
85
C17H35F8InN7O13S4 ωB97M-V/def2-TZVPD
In -0.713 -0.075 0.085
C 2.634 0.968 2.811
F 2.018 -0.183 2.998
F 2.195 1.834 3.709
F 3.946 0.869 2.944
S 2.283 1.640 1.077
O 3.230 2.647 0.768
O 2.283 0.459 0.244
N 0.666 2.084 1.094
S 0.427 3.616 1.535
O -0.951 3.818 1.862
O 1.355 4.127 2.490
C 0.584 4.684 -0.015
F 0.326 5.923 0.362
F 1.807 4.624 -0.544
F -0.280 4.341 -0.971
N -3.132 -0.854 0.809
S -4.631 -0.432 0.532
O -5.331 0.130 1.636
O -5.386 -1.101 -0.472
F -4.197 0.875 -0.328
S -3.526 -2.017 1.982
O -4.263 -3.115 1.473
O -3.743 -1.604 3.313
F -2.029 -2.590 1.962
C 2.236 2.427 -2.687
C 0.747 2.240 -2.887
O 0.136 1.366 -2.262
N 0.159 3.033 -3.784
C -1.270 3.098 -4.020
H 2.806 1.605 -3.122
H 2.380 2.445 -1.612
H 2.637 3.332 -3.140
H 0.734 3.721 -4.242
H -1.750 3.992 -3.614
H -1.732 2.207 -3.606
H -1.430 3.215 -5.093
C -2.400 0.701 4.517
C -1.084 0.150 4.039
O -0.913 -0.209 2.859
N -0.095 0.030 4.928
C -0.144 0.415 6.322
H -3.095 0.975 3.732
H -2.206 1.508 5.222
H -2.908 -0.089 5.076
H 0.755 -0.406 4.616
H -1.125 0.294 6.776
H 0.101 1.471 6.472
H 0.576 -0.146 6.914
C 2.104 -2.139 -3.871
C 1.932 -1.478 -2.529
O 0.813 -1.314 -2.021
N 3.049 -1.115 -1.896
C 4.401 -1.519 -2.251
H 2.785 -2.978 -3.725
H 2.548 -1.396 -4.534
H 1.168 -2.526 -4.257
H 2.947 -0.574 -1.048
H 5.063 -1.092 -1.503
H 4.713 -1.203 -3.248
H 4.509 -2.607 -2.273
C -4.449 0.519 -3.203
C -3.136 -0.217 -3.153
O -2.350 -0.035 -2.217
N -2.874 -1.031 -4.182
C -1.687 -1.859 -4.328
H -4.650 0.856 -4.223
H -4.365 1.440 -2.636
H -5.248 -0.135 -2.858
H -3.642 -1.346 -4.753
H -1.091 -1.508 -5.174
H -1.987 -2.877 -4.574
H -1.060 -1.814 -3.442
C 3.337 -2.640 1.197
C 1.916 -2.771 1.672
O 1.037 -2.045 1.198
N 1.654 -3.710 2.576
C 0.308 -4.095 3.002
H 3.920 -3.444 1.658
H 3.854 -1.720 1.468
H 3.471 -2.779 0.127
H 2.389 -4.328 2.872
H -0.279 -4.587 2.229
H -0.229 -3.197 3.298
H 0.442 -4.775 3.839
```

Values from the calculation:
gap between HOMO and LUMO	0.1749	hartree
LUMO energy	-7.8	eV
total charge	+1



[4]
Formula: C17H35N2O2OsPSi
Source: the OMol25 dataset
Level of theory: ωB97M-V/def2-TZVPD

Structure (XYZ):
```
59
C17H35N2O2OsPSi ωB97M-V/def2-TZVPD
Os -0.433 -0.345 -0.195
Si -0.693 1.977 -0.784
P -2.262 -0.773 -1.432
N 0.627 -0.788 -1.579
H -0.698 -1.845 0.498
C -2.966 -2.455 -1.331
H -3.827 -2.534 -2.007
H -3.292 -2.652 -0.304
H -2.209 -3.191 -1.620
C -3.744 0.251 -1.119
H -4.546 -0.111 -1.774
H -3.539 1.304 -1.339
H -4.049 0.139 -0.071
C -1.994 -0.604 -3.238
H -2.935 -0.825 -3.755
H -1.228 -1.321 -3.555
H -1.669 0.412 -3.478
C -1.682 3.120 0.338
H -1.278 3.148 1.356
H -2.740 2.841 0.367
H -1.600 4.135 -0.079
H 0.709 2.494 -0.695
H -1.191 2.203 -2.172
C 1.563 -0.790 -2.515
C 3.213 -2.030 -3.812
C 2.339 -1.974 -2.744
C 1.813 0.362 -3.337
C 2.693 0.271 -4.403
C 3.385 -0.919 -4.650
H 3.770 -2.946 -3.991
H 2.158 -2.800 -2.053
H 1.269 1.277 -3.087
H 2.846 1.139 -5.043
H 4.079 -0.979 -5.492
C -2.025 -0.120 2.422
O -1.655 0.110 1.234
C -1.325 -1.056 3.318
H -2.062 -1.420 4.046
H -0.542 -0.525 3.888
H -0.885 -1.911 2.789
C -3.158 0.639 3.003
H -3.968 -0.061 3.251
H -3.533 1.432 2.347
H -2.823 1.073 3.954
C 3.591 0.857 3.588
N 2.976 0.105 2.511
C 3.697 -1.024 1.954
C 1.787 0.434 1.992
C 1.066 1.614 2.562
O 1.369 -0.305 1.040
H 4.551 0.393 3.809
H 2.967 0.846 4.491
H 3.752 1.905 3.305
H 3.119 -1.950 2.066
H 3.915 -0.863 0.890
H 4.632 -1.104 2.511
H 1.667 2.521 2.402
H 0.093 1.749 2.081
H 0.902 1.475 3.641
```

Values from the calculation:
multiplicity	5
gap between HOMO and LUMO (alpha / beta)	0.1697 / 0.2309	hartree
⟨S²⟩	6.054
LUMO energy (alpha / beta)	0.5 / -1.2	eV
total charge	0



[5]
Formula: C17H35N2O2PPtSi
Source: the OMol25 dataset
Level of theory: ωB97M-V/def2-TZVPD

Structure (XYZ):
```
59
C17H35N2O2PPtSi ωB97M-V/def2-TZVPD
Pt 0.062 0.158 -0.532
Si 0.313 -1.887 -1.572
P 0.616 1.249 -2.446
N -1.766 0.869 -0.320
H 0.977 1.262 0.292
C 0.951 3.009 -2.131
H 1.173 3.552 -3.059
H 1.814 3.087 -1.461
H 0.076 3.463 -1.653
C 2.124 0.716 -3.326
H 2.298 1.374 -4.186
H 2.030 -0.312 -3.691
H 2.989 0.782 -2.657
C -0.736 1.259 -3.677
H -0.438 1.824 -4.567
H -1.618 1.737 -3.239
H -0.991 0.239 -3.976
C 1.980 -2.776 -1.677
H 2.353 -3.009 -0.674
H 2.722 -2.177 -2.214
H 1.816 -3.717 -2.220
H -0.591 -2.833 -0.847
H -0.164 -1.843 -3.001
C -3.001 0.520 -0.584
C -5.383 1.049 -0.263
C -4.054 1.327 -0.014
C -3.395 -0.617 -1.386
C -4.732 -0.868 -1.641
C -5.729 -0.027 -1.109
H -6.165 1.662 0.189
H -3.716 2.162 0.614
H -2.593 -1.256 -1.780
H -5.013 -1.722 -2.257
H -6.778 -0.210 -1.341
C 3.668 -0.005 0.550
O 2.778 -0.415 -0.210
C 3.370 0.741 1.822
H 4.248 1.314 2.147
H 3.095 0.013 2.599
H 2.505 1.402 1.699
C 5.127 -0.247 0.232
H 5.669 0.709 0.157
H 5.199 -0.795 -0.714
H 5.600 -0.836 1.030
C -0.916 -0.644 4.960
N -0.433 -1.089 3.663
C -0.139 -2.497 3.485
C -0.424 -0.310 2.569
C -0.790 1.130 2.672
O -0.049 -0.886 1.485
H -0.931 -1.513 5.621
H -1.928 -0.232 4.871
H -0.269 0.131 5.388
H -0.799 -2.930 2.719
H 0.903 -2.635 3.161
H -0.302 -2.983 4.450
H 0.126 1.723 2.551
H -1.489 1.402 1.864
H -1.247 1.404 3.633
```

Values from the calculation:
multiplicity	5
gap between HOMO and LUMO (alpha / beta)	0.1638 / 0.2715	hartree
⟨S²⟩	6.065
LUMO energy (alpha / beta)	0.5 / -0.3	eV
total charge	0



[6]
Formula: C17H35N2O6P
Source: the OMol25 dataset
Level of theory: ωB97M-V/def2-TZVPD

Structure (XYZ):
```
61
C17H35N2O6P ωB97M-V/def2-TZVPD
H 3.683 2.955 -1.035
N 4.050 2.291 -0.356
C 3.791 2.657 0.833
C 4.247 1.753 1.955
C 3.024 3.927 1.122
C 1.647 3.664 1.730
C 0.456 3.782 0.724
C -0.669 3.785 1.733
C -2.127 3.827 1.304
C -2.483 2.831 0.184
C -3.021 1.472 0.691
C -2.169 0.818 1.770
O -0.856 0.491 1.346
N -0.240 4.760 2.768
C 1.175 4.629 2.822
O 1.837 5.229 3.640
H 3.747 0.788 1.870
H 4.078 2.186 2.939
H 5.305 1.557 1.786
H 3.565 4.608 1.789
H 2.910 4.472 0.182
H 1.581 2.653 2.145
H 0.554 4.646 0.067
H 0.543 2.864 0.140
H -0.543 2.816 2.239
H -2.458 4.840 1.065
H -2.727 3.540 2.176
H -1.654 2.674 -0.509
H -3.301 3.274 -0.387
H -4.029 1.598 1.090
H -3.059 0.803 -0.174
H -2.100 1.460 2.655
H -2.674 -0.101 2.078
H -0.637 0.916 0.514
H -0.708 4.481 3.621
C 0.966 -2.203 0.152
C 0.134 -1.929 -1.084
O 0.194 -2.989 -2.035
P -0.907 -4.206 -2.028
O -2.196 -3.569 -1.658
O -1.091 -4.493 -3.617
C -2.335 -4.264 -4.275
C -2.424 -2.847 -4.806
O 0.159 -5.424 -1.988
C 1.147 -5.556 -0.970
C 0.555 -5.915 0.379
H 0.599 -3.084 0.683
H 0.924 -1.354 0.834
H 2.011 -2.383 -0.107
H -0.895 -1.709 -0.796
H 0.523 -1.041 -1.588
H -3.171 -4.495 -3.616
H -2.384 -4.970 -5.106
H -2.175 -2.114 -4.039
H -3.427 -2.639 -5.180
H -1.715 -2.705 -5.623
H 1.766 -4.660 -0.920
H 1.808 -6.360 -1.296
H -0.254 -5.232 0.654
H 1.320 -5.887 1.155
H 0.128 -6.919 0.353
```

Values from the calculation:
gap between HOMO and LUMO	0.3747	hartree
LUMO energy	0.5	eV
total charge	0
SMILES	[H]/N=C(/C)C[C@@H]1C[C@H](CCCCO)NC1=O.CCOP(=O)(OCC)OCC



[7]
Formula: C17H35N4O10
Source: the OMol25 dataset
Level of theory: ωB97M-V/def2-TZVPD

Structure (XYZ):
```
66
C17H35N4O10 ωB97M-V/def2-TZVPD
N -2.715 1.439 1.449
H -3.738 1.706 1.350
H -2.152 2.394 1.262
C -2.383 0.885 2.674
H -3.097 0.102 2.784
C -0.926 0.492 2.820
C -0.479 -0.026 4.295
O -0.655 1.161 5.099
H -0.093 1.934 4.970
H -0.940 -0.825 4.394
C 1.356 -0.170 4.117
O 1.735 -0.374 5.414
H 0.866 0.054 5.994
H 1.455 -1.043 3.401
C 1.860 1.224 3.517
N 1.711 2.094 4.606
H 2.008 2.984 4.166
H 2.143 1.868 5.433
C 1.321 1.533 2.071
O -0.087 1.564 2.340
O 1.638 0.644 1.261
C 1.023 0.449 0.171
C 1.621 1.470 -1.012
N 0.615 1.552 -2.016
H -0.241 1.778 -1.913
H 0.637 2.608 -2.616
C 2.655 1.007 -1.540
C 2.797 -0.383 -2.249
N 1.651 -0.371 -3.170
H 2.088 -0.158 -4.171
H 1.201 -1.120 -3.455
H 0.987 0.671 -2.971
H 3.625 -0.823 -2.582
C 2.021 -1.327 -1.063
O 1.936 -2.609 -1.668
H 2.032 -3.360 -1.111
C 0.814 -0.727 -0.562
H 0.601 -1.781 0.458
O -0.146 -1.004 -1.446
C -1.322 -1.536 -0.980
O -1.873 -2.753 -1.879
C -2.199 -2.334 -2.943
C -1.352 -2.548 -4.150
H -1.650 -3.596 -4.450
H -1.416 -1.825 -5.068
O -0.071 -2.436 -4.026
H 0.029 -2.974 -3.116
H -3.435 -2.695 -3.378
C -2.450 -0.542 -3.085
O -3.650 -0.317 -3.507
H -3.891 0.665 -3.542
C -2.476 -0.366 -1.531
O -2.127 0.933 -1.356
H -2.467 0.956 -0.197
H -3.581 -0.824 -1.131
H -1.612 -0.283 -3.441
H -1.550 -1.687 -0.025
H 2.910 -1.420 -0.205
H 3.647 0.905 -0.787
H 3.182 1.364 -2.361
H 1.617 2.548 -0.568
H -0.134 0.814 0.211
H 1.602 2.555 1.846
H 2.921 0.775 3.517
H -0.775 -0.353 2.059
H -2.622 1.462 3.592
```

Values from the calculation:
gap between HOMO and LUMO	0.2827	hartree
LUMO energy	-2.8	eV
total charge	+1